i.
Below is a 2-piece molecular cluster, C12H16N2O overall, with properties calculated with the ωB97M-V functional and the def2-TZVPD basis.

```
! RIJCOSX wB97M-V def2-TZVPD def2/J DEFGRID3
* xyz 0 1
C 0.16932 2.47633 -1.16455
C -0.50189 -0.84834 -2.88516
C 0.29104 0.03275 -1.98414
C -0.30222 1.31631 -2.04528
C -1.35146 1.33392 -2.96857
C -0.35221 -2.28427 -3.05878
C 0.65837 -2.89129 -2.30025
C 1.09016 -0.75811 -1.20314
C 1.39569 -2.13972 -1.42194
N -1.49504 0.00567 -3.51110
H -1.96942 -0.17154 -4.36539
H -1.07829 -2.71838 -3.73495
H -2.16321 2.03911 -3.06156
H 0.91823 -3.94321 -2.38495
H 1.54725 -0.24873 -0.42136
H 1.09861 2.93944 -1.55226
H 0.29648 2.07199 -0.23343
H 2.20163 -2.64905 -0.80209
H -0.72176 3.26765 -1.35119
C 0.08621 -0.09407 2.85091
C 0.66783 -1.27306 3.73583
C 0.08232 1.25875 3.50276
O 1.11021 1.74347 3.96439
N -1.09003 2.00590 3.45448
H 0.76041 0.12461 2.02779
H -0.97339 -0.46973 2.50135
H 1.68790 -1.12611 4.05266
H 0.77959 -2.04002 2.98016
H -1.07510 2.86969 3.82758
H -1.86864 1.67085 3.01622
H 0.10141 -1.50080 4.53595
*
```

Output
Gap between HOMO and LUMO: 8.69 eV
SMILES: Cc1c[nH]c2ccccc12.CCC(N)=O



ii.
Below is a 2-piece molecular cluster, C12H16N2O overall, with properties calculated with the ωB97M-V functional and the def2-TZVPD basis.

```
! RIJCOSX wB97M-V def2-TZVPD def2/J DEFGRID3
* xyz 0 1
C -1.55765 0.25528 2.81769
C -0.24322 0.70465 2.17054
C -2.22968 -0.71448 1.87009
C -2.95758 -0.52130 0.75340
C -2.44407 -2.63791 0.95690
N -1.90992 -2.05867 1.98832
N -3.11529 -1.78428 0.16368
H -1.36636 -0.43155 3.64207
H -2.20876 1.08399 3.08503
H -0.30845 0.76384 1.09156
H -3.33959 0.29504 0.16710
H -2.53072 -3.70643 0.81509
H -3.47018 -1.80314 -0.77551
H 0.52329 -0.06031 2.27270
H 0.08260 1.68095 2.52322
C 1.54323 2.47058 -2.99078
C 1.66049 1.27141 -2.10033
C 2.78946 1.02666 -1.33848
C 0.59834 0.34470 -2.07457
C 2.85641 -0.05057 -0.44910
C 0.62731 -0.67344 -1.14193
C 1.78306 -0.92337 -0.40689
O 1.58677 -1.87492 0.56795
H 0.56371 2.57628 -3.46039
H 2.28426 2.46495 -3.79943
H 3.65146 1.65861 -1.43559
H -0.18522 0.51865 -2.80227
H 3.80053 -0.34525 -0.05372
H -0.26766 -1.23902 -0.93234
H 2.08744 -1.73488 1.38610
H 1.69599 3.44393 -2.51013
*
```

Output
Gap between HOMO and LUMO: 9.14 eV
SMILES: CCc1c[nH]cn1.Cc1ccc(O)cc1



Which of them is least stable? Easy: i.



i.
Below is C31H39ClI2KN4O5P2 as an isolated structure, with properties calculated with the ωB97M-V functional and the def2-TZVPD basis.

```
! RIJCOSX wB97M-V def2-TZVPD def2/J DEFGRID3
* xyz -1 1
K 1.57802 -0.99520 0.00294
I 1.52592 -1.98154 8.56992
C 1.45468 -1.55154 6.52275
C 2.08280 -0.41872 6.02914
C 2.03070 -0.17560 4.67193
I 2.98541 1.51458 3.89228
C 1.36892 -1.01551 3.72572
O 1.40733 -0.75766 2.47504
C 0.71198 -2.15256 4.29431
C -0.18464 -3.07140 3.47424
N 0.13472 -3.33541 2.07632
C 1.41569 -3.98905 1.88707
C 1.60122 -4.52409 0.48244
C 2.58686 -5.47559 0.23631
C 2.76379 -5.93897 -1.05245
C 1.95311 -5.44075 -2.06135
C 1.00919 -4.48769 -1.72721
N 0.82803 -4.03463 -0.48628
C 0.78183 -2.39979 5.65551
H 2.61026 0.25858 6.68652
H -1.19858 -2.65480 3.47951
H -0.24743 -4.03419 3.99097
H 0.18162 -2.42272 1.64146
H 1.47567 -4.82916 2.58538
H 2.26680 -3.33000 2.12569
H 3.20946 -5.82710 1.05007
H 3.53311 -6.66825 -1.27418
H 2.07467 -5.74964 -3.08989
H 0.38697 -4.03916 -2.49220
H 0.28422 -3.27961 6.05025
O 3.89627 -0.56635 -3.10335
Cl 3.34140 -1.77508 -2.54559
O 3.80203 -2.92203 -3.27646
O 3.72711 -1.88222 -1.14865
O 1.88871 -1.70577 -2.59196
C -2.33014 -0.82559 -2.64769
P -1.59839 -0.20539 -1.08016
C -1.82786 1.61765 -1.43844
N -3.04917 2.09385 -1.42683
C -3.24348 3.40259 -1.71649
C -4.55183 3.94362 -1.68528
C -4.74671 5.25909 -1.98899
C -3.65321 6.08814 -2.34285
C -2.38598 5.58595 -2.38718
C -2.15923 4.22468 -2.07006
N -0.90295 3.72206 -2.11665
C -0.71113 2.46725 -1.78907
P 1.03400 1.81118 -1.84420
C 1.39607 2.12354 -3.61169
C 2.00445 3.13494 -0.92712
C 1.31261 3.36172 0.42113
C 3.37954 2.49862 -0.67675
C 2.19598 4.46024 -1.66106
C -2.86859 -0.62975 0.22795
C -4.33778 -0.31072 -0.03850
C -2.72731 -2.15241 0.39838
C -2.39701 0.06871 1.50936
H -3.30715 -0.39182 -2.86470
H -2.40933 -1.91184 -2.59698
H -1.63888 -0.58575 -3.45738
H -5.36951 3.28844 -1.41382
H -5.74377 5.67963 -1.96144
H -3.83247 7.12924 -2.57912
H -1.53298 6.19599 -2.65517
H 1.15522 3.13915 -3.92567
H 0.82883 1.40681 -4.20711
H 2.45265 1.90865 -3.77814
H 1.11205 2.41718 0.93668
H 0.37220 3.90279 0.30550
H 1.96639 3.94999 1.07081
H 3.29313 1.59976 -0.06366
H 4.01817 3.20712 -0.14118
H 3.88181 2.22055 -1.60557
H 1.24159 4.92438 -1.90258
H 2.76266 4.32425 -2.58463
H 2.76598 5.14218 -1.02165
H -4.67129 -0.72560 -0.99244
H -4.52681 0.75884 -0.05171
H -4.94275 -0.76601 0.75249
H -3.14334 -2.68555 -0.45974
H -3.28597 -2.46596 1.28483
H -1.69328 -2.47710 0.52603
H -2.47549 1.15529 1.42012
H -1.35810 -0.17829 1.74917
H -3.01928 -0.24365 2.35300
*
```

Output
Gap between HOMO and LUMO: 5.92 eV



ii.
Below is C31H39ClI2KN4O5P2 as an isolated structure, with properties calculated with the ωB97M-V functional and the def2-TZVPD basis.

```
! RIJCOSX wB97M-V def2-TZVPD def2/J DEFGRID3
* xyz -1 1
K -0.40551 1.13794 1.52988
I -6.87147 0.99096 -3.84688
C -5.04669 1.05845 -2.82834
C -3.89611 0.58886 -3.44070
C -2.69605 0.63499 -2.75534
I -0.95204 0.00616 -3.72211
C -2.57266 1.11891 -1.42189
O -1.47997 1.11144 -0.76658
C -3.78598 1.64107 -0.85964
C -3.69935 2.28969 0.49114
N -3.68385 1.33276 1.59799
C -3.30973 1.95648 2.85198
C -2.83789 0.97474 3.89382
C -3.09896 1.18473 5.24281
C -2.53818 0.33246 6.17532
C -1.74263 -0.71256 5.73518
C -1.55231 -0.85701 4.37358
N -2.08769 -0.04065 3.46751
C -4.98152 1.59519 -1.54784
H -3.92852 0.19629 -4.44810
H -4.55612 2.95580 0.63501
H -2.79452 2.92087 0.50644
H -3.06945 0.55402 1.39002
H -4.16069 2.52102 3.24481
H -2.49464 2.69752 2.72977
H -3.71434 2.02142 5.54672
H -2.70674 0.48974 7.23305
H -1.25825 -1.38718 6.42674
H -0.92365 -1.65016 3.98652
H -5.87506 1.99226 -1.07985
O 1.00834 1.53638 5.66754
Cl 1.30282 1.78441 4.28510
O 2.56054 2.46431 4.14587
O 0.24294 2.59892 3.69910
O 1.34813 0.52266 3.55953
C 2.03488 -2.43978 1.42390
P 0.67940 -1.70139 0.41799
C 1.57575 -1.50458 -1.19320
N 1.47735 -2.43215 -2.10640
C 2.04809 -2.19891 -3.31872
C 1.89994 -3.15154 -4.35226
C 2.45268 -2.91601 -5.57853
C 3.17865 -1.72737 -5.82320
C 3.33830 -0.79696 -4.83633
C 2.76995 -1.01920 -3.56168
N 2.92674 -0.08614 -2.58318
C 2.33487 -0.29396 -1.43906
P 2.46567 0.96787 -0.08820
C 4.20822 0.65571 0.41023
C 2.56454 2.62043 -0.95895
C 2.37749 3.64605 0.16939
C 3.87708 2.91217 -1.68412
C 1.38735 2.71989 -1.93209
C -0.49667 -3.13192 0.16884
C -1.47224 -2.74703 -0.94749
C 0.13618 -4.49531 -0.10199
C -1.28223 -3.20048 1.48702
H 2.60008 -3.20688 0.89338
H 1.59875 -2.87168 2.32590
H 2.70198 -1.64358 1.75305
H 1.32900 -4.04627 -4.14008
H 2.33049 -3.63829 -6.37549
H 3.60411 -1.55572 -6.80365
H 3.88290 0.12461 -4.99674
H 4.89254 0.67105 -0.43838
H 4.27123 -0.31581 0.89990
H 4.50309 1.40920 1.14192
H 3.12906 3.54225 0.95585
H 1.39772 3.55504 0.64264
H 2.45754 4.65616 -0.24299
H 4.72083 2.95255 -0.99224
H 3.80394 3.89179 -2.16774
H 4.08280 2.16389 -2.44751
H 0.44584 2.38413 -1.48730
H 1.55852 2.11615 -2.82337
H 1.26712 3.76189 -2.24540
H -0.99961 -2.79470 -1.92679
H -1.85553 -1.73169 -0.80983
H -2.32276 -3.43595 -0.93899
H 0.72141 -4.48652 -1.01878
H -0.65608 -5.24495 -0.20193
H 0.77910 -4.80842 0.72393
H -1.78922 -2.25741 1.70328
H -0.63784 -3.44842 2.33490
H -2.04120 -3.98471 1.41227
*
```

Output
Gap between HOMO and LUMO: 6.32 eV



Which of them is least stable? Easy: i.



i.
Below is a 3-piece molecular cluster, C4H16N2O2 overall, with properties calculated with the ωB97M-V functional and the def2-TZVPD basis.

```
! RIJCOSX wB97M-V def2-TZVPD def2/J DEFGRID3
* xyz 0 1
N 1.10615 1.48228 -2.05997
C 2.01722 0.35038 -1.78021
C 1.86190 -0.41926 -0.41976
N 0.48195 -0.46084 0.03578
C 0.31068 -0.53261 1.47495
C -0.44511 -1.22683 -0.74690
H 0.19027 1.29487 -1.68759
H 1.60278 2.30716 -1.77178
H 3.03971 0.71312 -1.59132
H 1.88866 -0.39915 -2.55176
H 2.50882 0.08053 0.30513
H 2.22148 -1.42234 -0.66008
H -0.64355 -0.03187 1.67650
H 0.41123 -1.58987 1.80260
H 1.07425 -0.01798 2.04757
H -1.48589 -0.85870 -0.65648
H -0.38669 -2.30918 -0.58074
H -0.23941 -0.92551 -1.79028
H -5.14831 -1.05172 2.74797
H -3.67440 -1.16941 2.19701
O -4.46597 -0.60227 2.25603
H -1.33050 2.54636 0.27453
H -0.35371 1.65298 0.63386
O -0.54160 2.58986 0.84492
*
```

Output
Gap between HOMO and LUMO: 9.18 eV
SMILES: CN(C)CCN.O.O



ii.
Below is a 3-piece molecular cluster, C4H16N2O2 overall, with properties calculated with the ωB97M-V functional and the def2-TZVPD basis.

```
! RIJCOSX wB97M-V def2-TZVPD def2/J DEFGRID3
* xyz 0 1
C -0.68815 -1.01940 1.33075
C -1.54972 0.14078 0.87995
C -0.78657 1.29292 0.20193
C 1.55464 1.79988 0.81392
N 0.12961 2.01518 1.12638
N 0.14275 -1.62364 0.28349
H -0.08285 -0.66588 2.18062
H -1.31483 -1.80758 1.74802
H -2.19408 0.43290 1.70622
H -2.24357 -0.20272 0.09647
H -0.20960 0.86713 -0.61604
H -1.51301 1.98866 -0.21522
H 1.79499 2.04218 -0.21892
H 1.92000 0.79659 1.03088
H 2.10444 2.54008 1.39718
H 0.00597 1.57814 2.03482
H 0.97458 -1.09508 0.06159
H 0.36813 -2.57093 0.55163
H -1.76010 -1.45852 -2.33486
H -0.49481 -1.85558 -1.56178
O -0.83919 -1.68638 -2.48266
H 0.78700 -0.69791 -2.48182
H 2.18504 -0.41150 -3.18309
O 1.70934 -0.39934 -2.34946
*
```

Output
Gap between HOMO and LUMO: 9.68 eV
SMILES: CNCCCN.O.O



Which of them is least stable? Easy: i.